No. 1
C15H39N9O20S | ωB97M-V/def2-TZVPD

Structure (XYZ):
```
84
Properties=species:S:1:pos:R:3
C 9.12942 -6.25016 -3.56128
N 10.32207 -7.08947 -3.34962
O 11.22350 -6.58951 -2.71595
O 10.42598 -8.23990 -3.80297
H 9.26437 -5.64976 -4.46094
H 8.89535 -5.71932 -2.63849
H 8.29902 -6.92899 -3.75550
C 19.34944 -13.13495 0.44558
N 19.44677 -12.72324 -1.03189
O 20.28766 -13.19150 -1.79420
O 18.67130 -11.82057 -1.40460
H 18.87128 -14.10889 0.34120
H 18.72132 -12.48213 1.05172
H 20.28138 -13.27041 0.99442
C 12.75328 -9.33395 -8.84195
N 14.05457 -9.19507 -8.14540
O 14.32915 -9.95618 -7.23270
O 14.74462 -8.18252 -8.44991
H 12.72672 -10.42252 -8.89101
H 12.83326 -8.73209 -9.74720
H 12.09319 -9.01202 -8.03651
C 11.72615 -10.62382 1.35040
N 10.91456 -9.45153 1.95210
O 11.11160 -9.12355 3.13406
O 10.07667 -8.88823 1.23142
H 10.87734 -11.25598 1.08965
H 12.18973 -11.12906 2.19770
H 12.29926 -10.22334 0.51419
C 13.12568 -19.32473 -9.53503
N 12.72767 -17.86314 -9.74481
O 13.56923 -17.00819 -10.15142
O 11.55828 -17.62352 -9.40568
H 12.52073 -19.99251 -8.92169
H 14.12966 -19.31881 -9.11066
H 13.08220 -19.92748 -10.44217
C 14.44053 -13.28506 6.42501
N 15.69472 -12.76736 7.09279
O 15.56055 -12.05590 8.07128
O 16.79902 -13.11293 6.66840
H 14.56311 -13.43921 5.35295
H 13.71943 -12.47843 6.55716
H 14.15035 -14.22090 6.90261
C 8.73281 -17.97326 -4.54843
N 7.62224 -18.84883 -4.88627
O 7.91056 -20.02909 -5.07788
O 6.44309 -18.48794 -5.00040
H 8.59354 -16.98824 -4.99393
H 9.65601 -18.50089 -4.78799
H 8.57201 -17.77191 -3.48932
O 13.36372 -17.37383 -1.99142
S 13.91050 -16.01045 -1.76439
O 14.52436 -15.66679 -0.46741
O 14.97924 -15.55103 -2.96575
C 14.32843 -15.16583 -4.15230
C 13.12460 -14.39162 -3.55924
O 12.78609 -14.90512 -2.35644
H 15.01910 -14.58000 -4.75883
H 14.03282 -16.00506 -4.78189
H 12.20968 -14.43747 -4.14992
H 13.31734 -13.32767 -3.42152
C 3.71597 -10.56163 -2.51701
N 5.06986 -11.11434 -2.81721
C 5.88943 -11.63242 -1.68206
C 5.52538 -11.33044 -4.05084
O 6.47364 -12.02297 -4.34084
H 3.75935 -9.58242 -2.04018
H 3.05566 -11.13062 -1.86255
H 3.07856 -10.54458 -3.40105
H 6.89228 -11.92575 -1.99243
H 5.89837 -11.00877 -0.78815
H 5.48083 -12.59191 -1.36500
H 4.89535 -10.71269 -4.70937
C 20.28127 -12.03992 -8.63763
N 21.45170 -11.22955 -8.59032
C 21.56578 -10.10922 -9.56776
C 22.42635 -11.38831 -7.69292
O 23.32334 -10.54786 -7.40650
H 19.87778 -12.28658 -9.61970
H 19.53959 -11.48677 -8.06140
H 20.46386 -12.93895 -8.04899
H 21.55595 -10.62933 -10.52561
H 20.74056 -9.40529 -9.46004
H 22.42725 -9.44148 -9.57657
H 22.29352 -12.39647 -7.27082
```

## Properties
Calculated total energy (eV): -81358.6945
M (g/mol): 697.59
SMILES: C[N+](=O)[O-].C[N+](=O)[O-].C[N+](=O)[O-].C[N+](=O)[O-].C[N+](=O)[O-].C[N+](=O)[O-].C[N+](=O)[O-].O=S1(=O)OCCO1.CN(C)C=O.CN(C)C=O
HOMO-LUMO gap (eV): 8.6

No. 2
C15H39NO18PS7 | ωB97M-V/def2-TZVPD

Structure (XYZ):
```
81
Properties=species:S:1:pos:R:3
O -4.01674 0.82782 -10.75341
C -2.93149 0.64997 -10.13734
O -2.03825 1.75598 -9.89773
C -2.52018 -0.79725 -9.55600
C -3.00812 -0.81030 -8.01734
S -1.71400 -1.35951 -6.81694
O -0.64588 -0.33394 -6.53240
O -1.02640 -2.55269 -7.47995
N -2.52771 -1.97701 -5.44712
S -2.36782 -0.95675 -4.09087
O -2.46469 0.52343 -4.37060
O -3.53084 -1.29975 -3.16226
P -0.59379 -1.54475 -3.01523
S -0.71709 -3.50076 -2.76332
H -2.52277 2.30011 -9.23675
H -3.16495 -1.54262 -10.15254
H -1.41847 -1.03817 -9.70103
H -3.84909 -1.59934 -7.96439
H -3.50386 0.19113 -7.73766
H 0.60586 -1.26926 -3.74741
H -0.56313 -1.01107 -1.66557
O 2.01049 0.00183 -0.63492
S 2.57953 0.61413 -1.80915
O 2.88018 -0.14364 -2.99304
O 3.89666 1.45177 -1.37799
C 4.91646 0.78154 -0.63959
C 5.78354 -0.07748 -1.54054
C 1.57599 1.99981 -2.26752
H 4.48321 0.19041 0.17282
H 5.53459 1.55695 -0.18012
H 5.21842 -0.92320 -1.93840
H 6.63986 -0.47202 -0.98862
H 6.14558 0.49983 -2.39465
H 1.39738 2.61382 -1.38468
H 0.63140 1.61652 -2.65553
H 2.09293 2.56879 -3.03927
O 0.20890 -6.55806 -1.47144
S 0.93632 -7.13446 -0.37436
O 2.11199 -6.51012 0.17184
O 1.28088 -8.67732 -0.72479
C 1.95004 -8.96093 -1.95200
C 3.43638 -8.67249 -1.85591
C -0.19512 -7.45794 0.94928
H 1.49315 -8.41071 -2.77951
H 1.80354 -10.02512 -2.15251
H 3.62207 -7.60093 -1.75521
H 3.95531 -9.02345 -2.75090
H 3.86973 -9.15960 -0.97877
H -1.05955 -7.98810 0.55165
H -0.50224 -6.49995 1.36847
H 0.31131 -8.05288 1.70868
O 0.44320 4.07354 0.96067
S 0.34768 2.97964 1.89362
O -0.69784 1.99745 1.80720
O 0.38389 3.57039 3.40022
C -0.54898 4.59206 3.75415
C -1.92425 4.01851 4.03640
C 1.90644 2.14266 1.94781
H -0.59335 5.36267 2.97917
H -0.16680 5.06809 4.66062
H -2.37910 3.62261 3.12559
H -2.58675 4.78748 4.43875
H -1.86106 3.19377 4.75086
H 2.69775 2.88045 2.07756
H 2.03611 1.61487 1.00276
H 1.89746 1.43236 2.77373
O -1.71124 5.47242 7.00871
S -1.81356 4.38387 7.94611
O -2.86133 3.40283 7.86253
O -1.77618 4.98001 9.44947
C -2.70523 6.00561 9.79784
C -4.08297 5.43692 10.08079
C -0.25741 3.54072 8.00588
H -2.74628 6.77301 9.01954
H -2.32216 6.48404 10.70236
H -4.53740 5.03869 9.17093
H -4.74411 6.20989 10.47909
H -4.02297 4.61516 10.79843
H 0.53654 4.27561 8.13330
H -0.12860 3.00802 7.06335
H -0.27104 2.83440 8.83511
```

## Properties
Calculated total energy (eV): -139664.6734
Charge: -1
M (g/mol): 776.91
HOMO-LUMO gap (eV): 6.7

No. 3
C15H40BBr2F3N12NbO9 | ωB97M-V/def2-TZVPD

Structure (XYZ):
```
83
Properties=species:S:1:pos:R:3
C -2.63952 -0.25996 2.79546
C -2.63162 -0.06022 1.19379
O -3.74301 0.30341 0.71632
N -1.44404 -0.20270 0.35634
C -1.43314 0.71933 -0.78883
C -0.26094 1.82732 -0.77867
O -2.23590 0.75280 -1.73337
Nb -1.05000 -2.25259 -0.21814
Br -0.62664 -4.80588 -0.92730
C -0.16256 -2.56765 1.84519
C 1.38633 -2.93561 1.89798
C 2.17047 -1.52894 2.12004
Br 1.76264 -3.99589 3.58544
C 0.92084 -1.72319 -1.22792
C 1.19183 -2.44274 -2.66151
O 2.39518 -1.76725 -3.18108
C 0.05701 -2.15550 -3.74902
F 0.68079 -2.24321 -5.03724
F -0.95786 -3.13785 -3.78495
F -0.45067 -0.85374 -3.67892
B -3.09537 -3.01114 0.57828
N -4.34451 -2.75804 -0.22693
O -3.29861 -3.70875 1.83468
H -3.70297 -0.11787 3.18667
H -2.29871 -1.29651 3.10933
H -2.01657 0.58980 3.22569
H -0.67202 2.88213 -0.82869
H 0.51313 1.63373 -1.59923
H 0.32458 1.74702 0.20647
H -1.91123 -1.88579 -1.76749
H -0.29912 -1.64388 2.51752
H -0.72590 -3.45026 2.32938
H 1.77662 -3.48187 0.97791
H 2.02598 -1.18184 3.19513
H 3.25134 -1.56691 1.77994
H 1.60322 -0.77461 1.45947
H 1.86733 -1.91443 -0.63131
H 0.93930 -0.59937 -1.48938
H 1.48139 -3.53265 -2.55851
H 3.08848 -2.43059 -3.35507
H -4.93567 -3.59804 -0.24227
H -4.11283 -2.42621 -1.16955
H -3.34849 -4.67204 1.67066
C 2.58618 3.91543 0.84108
O 2.58901 2.85293 0.23911
N 1.68587 4.20119 1.81844
N 3.48246 4.90154 0.58493
H 1.66641 5.06691 2.32443
H 1.00472 3.49275 2.03624
H 4.16657 4.72333 -0.13491
H 3.49931 5.78134 1.06613
C 4.70024 -3.61329 -0.49620
O 5.06134 -2.72110 0.25491
N 4.86578 -3.54714 -1.84455
N 4.10323 -4.74798 -0.05391
H 4.57690 -4.26897 -2.47923
H 5.30511 -2.72004 -2.21222
H 3.96159 -4.83684 0.94041
H 3.80015 -5.49091 -0.65664
C 6.67683 2.98098 -1.33650
O 6.44009 4.10213 -0.90812
N 6.23342 2.55100 -2.54378
N 7.40249 2.07113 -0.63999
H 6.41544 1.63610 -2.91250
H 5.69000 3.19809 -3.08982
H 7.74794 2.35347 0.26160
H 7.60705 1.14681 -0.97202
C -5.33139 1.87389 4.67465
O -4.20854 1.55731 5.03469
N -6.43067 1.13297 4.97032
N -5.57811 2.99226 3.94708
H -7.36102 1.37445 4.68365
H -6.28740 0.29493 5.50823
H -4.78768 3.56650 3.70681
H -6.49203 3.26935 3.64050
C -4.71875 3.59376 -2.72877
O -4.11497 3.98619 -1.74253
N -5.70437 4.32416 -3.32085
N -4.46428 2.40147 -3.32138
H -6.21341 4.02254 -4.13069
H -5.92323 5.21587 -2.91067
H -3.73927 1.82696 -2.91278
H -4.95157 2.06666 -4.13147
```

## Properties
Calculated total energy (eV): -202980.9218
Charge: -1
M (g/mol): 853.08
HOMO-LUMO gap (eV): 6.4

No. 4
C15H40CaO19PS5 | ωB97M-V/def2-TZVPD

Structure (XYZ):
```
81
Properties=species:S:1:pos:R:3
Ca 1.21525 0.30237 0.57446
P 3.15115 -0.72077 1.80293
O 2.62683 -1.49402 0.47129
O 3.35104 0.68446 1.12758
O 4.23844 -1.27653 2.76424
O 1.82584 -0.53937 2.59642
O -0.21529 -2.63229 -2.64002
S -0.33544 -2.58430 -1.16082
O -0.04198 -1.31111 -0.43880
O -1.90268 -2.90772 -0.74938
C -2.42726 -4.20237 -1.23315
C -2.62185 -5.15232 0.00020
C 0.49106 -3.95796 -0.40264
H -1.82035 -4.64087 -2.02528
H -3.38625 -3.91834 -1.66647
H -1.66864 -5.54321 0.35613
H -3.28885 -5.97985 -0.24152
H -3.07094 -4.68937 0.87890
H 0.23068 -4.88449 -0.91434
H 0.17138 -4.06841 0.63355
H 1.56733 -3.78817 -0.43294
O 2.44817 4.27368 2.62542
S 1.60367 3.73312 1.56736
O 0.93002 2.42821 1.66089
O 0.39635 4.88397 1.15175
C -0.52893 5.18363 2.14679
C -1.68304 6.03685 1.55511
C 2.52346 3.80548 -0.01150
H -0.14138 5.75154 2.99260
H -0.93772 4.28839 2.61533
H -2.41772 6.33232 2.30414
H -2.20819 5.51308 0.75638
H -1.43388 6.96856 1.04722
H 1.83180 3.83107 -0.85355
H 3.23551 2.98084 -0.04397
H 2.98574 4.79118 -0.06429
O -0.97364 0.43848 1.74155
S -1.60350 0.55365 3.09639
O -2.25497 1.80752 3.54133
O -2.62337 -0.78304 3.26212
C -2.42479 -1.93264 2.50111
C -1.17862 -2.76001 2.85292
C -0.45438 0.11502 4.37632
H -2.58373 -1.91642 1.42288
H -3.27742 -2.50854 2.86089
H -1.25356 -3.83197 2.67022
H -1.08682 -2.79207 3.93857
H -0.24344 -2.39056 2.43215
H -1.08036 0.11117 5.26864
H 0.32170 0.87908 4.42127
H 0.00852 -0.81104 4.03541
O 3.25152 1.97824 -3.28752
S 3.21476 0.74028 -2.52642
O 2.11020 0.42686 -1.57419
O 3.39870 -0.52843 -3.57256
C 3.43718 -1.87517 -3.11466
C 2.94805 -2.69393 -4.28368
C 4.83069 0.43928 -1.57347
H 2.84906 -2.13499 -2.23448
H 4.45540 -2.15975 -2.84945
H 3.58708 -2.48741 -5.14221
H 1.92197 -2.49405 -4.59242
H 2.93894 -3.76903 -4.10425
H 4.54793 -0.43595 -0.98857
H 4.98396 1.23976 -0.84971
H 5.68933 0.35135 -2.23913
O -0.17445 1.58022 -0.75986
S -1.21291 2.56904 -1.17201
O -0.89470 3.94582 -1.63147
O -2.14763 1.87197 -2.45457
C -2.43694 0.49899 -2.41113
C -3.77565 0.23911 -3.09096
C -2.54352 2.59811 0.08807
H -2.58566 0.16082 -1.38564
H -1.62878 -0.10260 -2.82711
H -3.80455 0.62196 -4.11110
H -4.66577 0.67713 -2.63938
H -3.95827 -0.83525 -3.06820
H -2.85954 1.62112 0.45376
H -3.37860 3.23704 -0.19920
H -2.08271 3.04355 0.96973
```

## Properties
Calculated total energy (eV): -137010.4518
2S+1: 2
M (g/mol): 755.85
HOMO-LUMO gap (alpha / beta) (eV): 8.2 / 6.1
⟨S²⟩: 0.764

No. 5
C15H40N10O11S | ωB97M-V/def2-TZVPD

Structure (XYZ):
```
77
Properties=species:S:1:pos:R:3
C -0.59927 -0.09075 0.07829
O -0.51360 -1.09531 0.80654
N -1.57937 0.84583 0.22938
N 0.31198 0.16125 -0.91308
H -2.18931 0.85570 1.04393
H -1.62437 1.46931 -0.55862
H 1.15211 -0.39013 -0.93689
H -0.00216 0.72667 -1.67870
C 0.34432 -4.61035 -0.50164
O -0.65406 -4.81952 0.16287
N 0.87968 -5.56943 -1.33775
N 0.99640 -3.38759 -0.50889
H 1.66774 -5.31192 -1.89943
H 0.39655 -6.44595 -1.35165
H 0.51575 -2.70907 0.06554
H 1.94870 -3.36567 -0.82027
C -3.40565 -3.45082 1.04637
O -4.15049 -4.41174 0.84687
N -3.92589 -2.22945 1.43626
N -2.05021 -3.49575 0.93921
H -3.33469 -1.45076 1.66780
H -4.91559 -2.23517 1.58248
H -1.48805 -2.66680 1.07896
H -1.61193 -4.35798 0.65899
C 2.52555 -1.09085 -3.13379
O 2.70014 -0.47290 -2.09271
N 1.73565 -2.20695 -3.16929
N 3.02932 -0.64766 -4.33377
H 1.31037 -2.42636 -2.26787
H 1.30710 -2.57541 -3.99756
H 2.78763 -1.17210 -5.15162
H 3.51650 0.22634 -4.30431
C -2.75949 0.34181 3.67048
O -3.18442 0.62698 2.55232
N -1.43437 0.24008 3.97965
N -3.63639 0.09448 4.70240
H -0.74392 0.56397 3.32896
H -1.18163 0.06801 4.93402
H -3.28889 -0.33659 5.53594
H -4.59876 0.17024 4.43306
C -2.55274 5.60988 -0.24842
C -1.83612 4.32764 0.09930
O -2.27333 3.42754 -0.92620
S -3.87374 3.62185 -1.06948
O -4.53391 2.84782 -0.08338
O -4.21022 3.48398 -2.43317
O -3.88649 5.15494 -0.60346
H -2.13323 6.09740 -1.12574
H -2.69478 6.24614 0.61988
H -2.08849 3.96970 1.10220
H -0.74750 4.33415 0.05029
C 3.16093 3.54810 -3.37092
C 2.84438 5.04234 -3.41804
C 1.43442 5.03739 -2.87720
O 1.47355 4.09645 -1.80924
C 2.45240 3.07386 -2.07175
H 4.22831 3.39826 -3.51832
H 2.60359 2.97116 -4.11735
H 2.84278 5.39347 -4.45083
H 3.54394 5.56770 -2.77400
H 0.63853 4.77084 -3.58818
H 1.08603 6.00950 -2.50919
H 1.89967 2.14785 -2.20728
H 3.14221 2.98591 -1.23100
C 1.05343 -2.11190 2.95737
C 1.26693 -3.62070 3.06570
C 2.80584 -3.79242 2.86240
O 3.37194 -2.51518 3.06144
C 2.41903 -1.57723 2.53987
H 0.62482 -1.80428 3.91053
H 0.33512 -1.81860 2.18634
H 0.72945 -4.26218 2.36648
H 1.13537 -4.09639 4.03880
H 3.03937 -4.11887 1.83224
H 3.20905 -4.56963 3.50885
H 2.57055 -1.64024 1.45639
H 2.66594 -0.60393 2.95258
```

## Properties
Calculated total energy (eV): -64463.6893
M (g/mol): 568.61
HOMO-LUMO gap (eV): 7.8

No. 6
C15H40N6O3P | ωB97M-V/def2-TZVPD

Structure (XYZ):
```
65
Properties=species:S:1:pos:R:3
N 2.76361 2.37232 -4.32710
P 2.12763 1.80924 -5.62814
C 0.29569 2.07409 -5.59926
N -0.64055 1.25580 -5.15400
C -1.86384 1.91244 -5.26439
C -1.62812 3.11467 -5.77867
N -0.25562 3.21026 -5.99230
H 2.07278 2.76682 -3.69345
H 2.56472 2.43233 -6.81712
H 2.31068 0.42256 -5.80657
H -0.50059 0.33005 -4.77978
H -2.81170 1.51522 -4.96542
H -2.31503 3.90765 -5.98192
H 0.24137 4.00238 -6.36754
C -0.46550 3.28916 -0.11837
C -1.03924 2.53297 -1.31094
C -1.85133 1.28617 -0.93962
O -1.06778 0.16975 -0.58862
C -0.63470 0.14610 0.76937
N 0.05350 2.19167 -2.23345
H 0.38621 2.77301 0.32328
H -0.11924 4.27480 -0.42835
H -1.22042 3.42886 0.65632
H -1.72244 3.21490 -1.82840
H -2.41311 0.97369 -1.82852
H -2.59187 1.50640 -0.16198
H -1.37982 0.57340 1.44377
H 0.31489 0.67018 0.88116
H -0.47196 -0.89423 1.04882
H -0.34293 1.76569 -3.06380
H 0.58907 1.44014 -1.80319
C -1.34965 -5.65747 -1.25342
C -0.83163 -4.41419 -0.53787
C -0.52444 -4.64196 0.94968
O -1.66232 -4.68444 1.78581
C -2.31558 -5.94028 1.85851
N -1.78494 -3.31741 -0.73869
H -2.38506 -5.87737 -0.99567
H -1.31118 -5.51332 -2.33312
H -0.74351 -6.53248 -1.01186
H 0.11076 -4.13232 -1.01777
H 0.06364 -3.79060 1.30576
H 0.09371 -5.53696 1.09553
H -1.60368 -6.76814 1.80340
H -3.06455 -6.04407 1.07012
H -2.83057 -5.98801 2.81706
H -1.39729 -2.46320 -0.34733
H -2.59453 -3.50926 -0.15423
C 2.93872 1.89819 6.10496
C 2.78609 2.33577 4.65213
C 1.38565 2.07934 4.07611
O 1.12492 0.73103 3.72938
C 0.70439 -0.09410 4.80406
N 3.83828 1.70102 3.85301
H 3.01746 0.81570 6.20162
H 3.84565 2.32510 6.53087
H 2.09448 2.23589 6.70940
H 2.94836 3.41703 4.61936
H 1.29964 2.64054 3.14003
H 0.60372 2.45892 4.74636
H 0.08729 0.45742 5.51803
H 1.55835 -0.53831 5.31896
H 0.11047 -0.90606 4.38415
H 3.80605 2.06634 2.90518
H 3.59692 0.71913 3.74866
```

## Properties
Calculated total energy (eV): -40566.2589
Charge: +1
M (g/mol): 383.50
HOMO-LUMO gap (eV): 7.0

Look up the calculated total energy of the fourth one.
-137010.4518 eV